{"formula": "C21H27OZr", "method": "ωB97M-V with the def2-TZVPD basis set", "species": ["Zr", "O", "C", "C", "C", "C", "C", "C", "C", "C", "C", "C", "C", "C", "C", "C", "C", "C", "C", "C", "C", "C", "C", "H", "H", "H", "H", "H", "H", "H", "H", "H", "H", "H", "H", "H", "H", "H", "H", "H", "H", "H", "H", "H", "H", "H", "H", "H", "H", "H"], "coordinates": [[1.33, -1.01, -2.50], [1.16, 1.57, 3.02], [2.05, 1.37, -2.88], [2.55, 1.24, 3.22], [-3.38, -0.13, 3.17], [3.38, -0.45, -3.49], [-1.11, 0.70, 3.06], [-1.09, -0.25, -2.60], [-2.97, 2.23, 3.16], [2.41, 0.51, -3.97], [-2.02, -0.37, 3.07], [-3.87, 1.17, 3.20], [-0.53, -0.24, -3.92], [2.21, -2.95, -1.85], [0.42, 0.06, 1.30], [3.61, -0.16, -2.10], [-1.08, -1.61, -2.12], [0.36, 0.41, 2.75], [-5.34, 1.42, 3.26], [-1.60, 2.01, 3.06], [-0.52, -2.44, -3.16], [-0.10, -1.59, -4.25], [2.73, 0.91, -1.70], [-5.76, 0.98, 4.18], [0.74, -0.44, 3.34], [3.10, 2.18, 3.34], [-1.55, -1.96, -1.20], [2.94, 0.68, 2.34], [-0.93, 2.85, 2.91], [-1.57, 0.59, -2.10], [1.43, 2.26, -2.95], [-0.51, 0.61, -4.60], [2.73, 1.40, -0.72], [1.42, -0.26, 0.99], [-5.86, 0.97, 2.40], [3.94, -1.14, -4.12], [0.24, -1.92, -5.23], [0.15, 0.93, 0.68], [4.35, -0.64, -1.46], [2.55, -3.59, -2.67], [-5.52, 2.51, 3.31], [-0.45, -3.52, -3.15], [2.15, 0.67, -5.02], [-3.36, 3.25, 3.17], [-1.65, -1.38, 2.93], [2.66, 0.61, 4.13], [-0.29, -0.74, 1.02], [3.07, -2.82, -1.18], [1.47, -3.53, -1.28], [-4.10, -0.95, 3.21]], "charge": 1, "de_lowest_kj_mol": 0.00, "e_homo_ev": -10.85}

{"formula": "C2H9NO3Si", "method": "ωB97M-V with the def2-TZVPD basis set", "species": ["Si", "O", "O", "O", "N", "C", "C", "H", "H", "H", "H", "H", "H", "H", "H", "H"], "coordinates": [[1.03, -0.24, -0.29], [1.71, -1.16, 0.85], [-2.49, 1.07, 1.72], [1.83, -0.69, -1.62], [-0.03, 0.94, -0.60], [1.73, -0.06, -2.88], [-1.91, -0.02, 2.40], [2.19, -1.86, 0.44], [-2.89, 1.57, 2.38], [-1.36, 0.25, 3.27], [-0.85, 1.10, 0.07], [-1.17, -0.49, 1.58], [1.78, -0.92, -3.58], [2.47, 0.74, -3.21], [0.71, 0.46, -2.97], [-2.75, -0.69, 2.46]], "de_lowest_kj_mol": 339.18, "smiles": "[H]/N=[Si](\\O)OC.CO", "e_homo_ev": -9.20}

{"formula": "BrO4S", "method": "ωB97M-V with the def2-TZVPD basis set", "species": ["Br", "S", "O", "O", "O", "O"], "coordinates": [[-1.81, -0.52, -0.20], [0.55, -0.27, -0.05], [0.88, 0.31, -1.29], [0.73, 0.62, 1.13], [0.82, -1.67, 0.13], [-2.37, 1.03, 0.12]], "charge": -1, "de_lowest_kj_mol": 186.95, "e_homo_ev": -4.57}

{"formula": "C6H13FGaI2NO2P", "method": "ωB97M-V with the def2-TZVPD basis set", "species": ["I", "I", "Ga", "P", "F", "O", "O", "N", "C", "C", "C", "C", "C", "C", "H", "H", "H", "H", "H", "H", "H", "H", "H", "H", "H", "H", "H"], "coordinates": [[-1.02, 0.91, 0.27], [-1.43, 1.78, -4.68], [-3.76, 1.86, -2.02], [-4.87, -0.16, -2.62], [-4.48, 3.23, -3.00], [2.30, -0.56, 0.60], [-4.95, -1.05, -1.41], [2.86, -1.14, 2.71], [0.65, 0.99, -2.19], [-1.80, 1.58, -2.58], [-0.78, 1.24, -1.81], [3.85, -1.17, 3.76], [1.54, -1.71, 2.95], [3.11, -0.61, 1.50], [-3.97, 2.15, -0.50], [1.29, 1.41, -1.43], [1.50, -2.10, 3.97], [4.07, -2.20, 4.06], [-4.17, -0.86, -3.64], [4.13, -0.20, 1.40], [3.50, -0.62, 4.64], [1.34, -2.51, 2.24], [4.78, -0.71, 3.41], [-6.18, 0.08, -3.14], [0.88, 1.40, -3.15], [0.82, -0.08, -2.15], [0.78, -0.94, 2.82]], "charge": -1, "de_lowest_kj_mol": 23.47, "e_homo_ev": -4.66}

{"formula": "C21H33BaBr2NO5PS3", "method": "ωB97M-V with the def2-TZVPD basis set", "species": ["Ba", "Br", "Br", "S", "S", "S", "P", "O", "O", "O", "O", "O", "N", "C", "C", "C", "C", "C", "C", "C", "C", "C", "C", "C", "C", "C", "C", "C", "C", "C", "C", "C", "C", "C", "H", "H", "H", "H", "H", "H", "H", "H", "H", "H", "H", "H", "H", "H", "H", "H", "H", "H", "H", "H", "H", "H", "H", "H", "H", "H", "H", "H", "H", "H", "H", "H", "H"], "coordinates": [[-1.62, -0.61, -0.70], [-3.55, -3.37, 0.66], [-0.48, -3.38, -2.28], [2.41, 3.64, -4.39], [-1.72, 2.30, -1.95], [-0.85, 1.81, 1.30], [-1.81, 2.90, -0.07], [1.11, 4.31, -4.43], [-1.34, 4.40, 0.09], [2.80, 3.04, -5.66], [-3.38, 3.05, 0.37], [3.45, 4.43, -3.75], [1.51, -0.94, -0.60], [-1.06, 5.29, -1.01], [2.39, 2.40, -1.92], [1.51, -2.02, 2.80], [2.74, -4.51, 0.24], [2.18, 2.24, -3.28], [2.09, -3.66, 1.29], [-4.39, 1.20, 1.62], [-4.13, 1.83, 0.26], [-0.91, -2.72, 3.40], [0.41, -2.83, 2.68], [-2.34, 5.90, -1.55], [1.59, -0.07, -2.89], [3.92, -1.92, 1.80], [-0.17, -4.92, 1.25], [1.66, -0.77, 3.59], [-4.10, -1.90, -0.62], [0.73, -3.85, 1.74], [2.58, -2.56, 1.92], [1.82, 0.09, -1.52], [1.77, 1.00, -3.75], [2.22, 1.34, -1.05], [-0.91, -1.88, 4.10], [-5.06, 2.07, -0.25], [-0.39, 6.04, -0.61], [1.63, 0.12, 2.95], [4.47, -1.95, 2.75], [1.26, -1.04, -3.25], [3.85, -0.86, 1.52], [2.62, -0.74, 4.12], [-2.88, 6.42, -0.75], [2.91, -5.53, 0.59], [3.70, -4.10, -0.07], [0.34, -5.89, 1.24], [2.10, -4.58, -0.65], [-1.13, -3.63, 3.96], [-3.58, 1.16, -0.41], [-1.07, -5.00, 1.85], [1.61, 0.87, -4.82], [-5.08, 1.83, 2.20], [2.71, 3.37, -1.56], [-5.09, -1.62, -0.25], [-4.84, 0.22, 1.48], [-0.47, -4.71, 0.22], [-1.74, -2.58, 2.71], [-2.98, 5.13, -1.97], [-2.09, 6.62, -2.33], [-0.53, 4.74, -1.80], [4.53, -2.41, 1.04], [0.86, -0.65, 4.32], [1.70, -1.89, -0.90], [1.84, -0.75, 0.33], [-3.46, 1.11, 2.17], [2.36, 1.49, 0.02], [-4.26, -2.47, -1.54]], "charge": -2, "spin_multiplicity": 2, "de_lowest_kj_mol": 106.14, "e_homo_ev": [-3.04, -3.04]}

{"formula": "C40H42NOP2V", "method": "ωB97M-V with the def2-TZVPD basis set", "species": ["V", "P", "P", "O", "N", "C", "C", "C", "C", "C", "C", "C", "C", "C", "C", "C", "C", "C", "C", "C", "C", "C", "C", "C", "C", "C", "C", "C", "C", "C", "C", "C", "C", "C", "C", "C", "C", "C", "C", "C", "C", "C", "C", "C", "C", "H", "H", "H", "H", "H", "H", "H", "H", "H", "H", "H", "H", "H", "H", "H", "H", "H", "H", "H", "H", "H", "H", "H", "H", "H", "H", "H", "H", "H", "H", "H", "H", "H", "H", "H", "H", "H", "H", "H", "H", "H", "H"], "coordinates": [[0.62, -0.81, -1.18], [-0.66, -1.66, -2.79], [1.18, 0.84, -2.55], [0.40, -1.39, 3.51], [0.65, -1.13, 4.76], [0.84, 3.45, -1.43], [-2.57, -3.40, -1.48], [3.44, 2.07, -5.82], [-2.27, 0.20, 3.20], [-1.72, -2.74, -5.05], [-1.00, -4.77, -6.15], [-2.21, 1.34, 5.51], [0.01, -1.31, 7.05], [-0.47, 2.71, 4.26], [-1.82, 2.71, 4.92], [1.63, -0.22, 5.09], [0.23, -3.94, -4.22], [-1.32, -1.74, -0.17], [-1.05, 1.99, 1.87], [-1.70, -2.41, 1.00], [0.06, -4.88, -5.24], [3.16, 1.07, -6.76], [2.11, 0.91, -4.14], [1.28, 4.55, -0.70], [-1.34, -0.02, -3.25], [-2.27, 0.19, 4.54], [2.40, -0.04, -6.36], [-0.17, 2.49, 2.97], [-2.67, -3.42, 0.95], [-1.72, -2.29, -1.42], [3.43, 3.49, -0.38], [-0.69, -2.87, -4.12], [1.77, 0.19, 6.40], [2.99, 2.40, -1.14], [2.91, 2.00, -4.52], [0.93, -0.33, 7.39], [-2.40, 1.39, 2.30], [1.70, 2.38, -1.68], [-0.09, -1.74, 5.74], [1.62, -0.25, 0.62], [1.90, -0.13, -5.06], [-0.56, 1.09, -3.04], [-1.89, -3.69, -6.05], [2.58, 4.58, -0.18], [-3.10, -3.91, -0.29], [-1.13, -5.52, -6.93], [-2.63, 3.09, 4.28], [0.75, -5.73, -5.32], [-0.79, -2.51, 5.40], [-1.51, 1.09, 6.32], [-3.03, 2.16, 2.74], [-3.20, 1.43, 5.99], [-0.89, 2.12, -3.19], [-2.46, -0.77, 5.04], [-2.82, -3.86, -2.44], [1.34, -1.01, -4.75], [4.05, 2.92, -6.11], [2.23, 0.16, 4.26], [-2.40, -1.89, -4.97], [1.69, 0.83, 0.84], [-3.08, -3.82, 1.88], [-1.19, -2.17, 1.94], [-0.66, -1.76, 7.78], [1.32, -0.82, 1.52], [2.54, 0.93, 6.62], [-2.72, -3.60, -6.75], [-0.48, 1.22, 1.31], [-1.75, 3.41, 5.77], [0.85, 2.70, 2.64], [1.02, 0.02, 8.42], [4.44, 3.49, 0.02], [2.18, -0.83, -7.08], [-3.86, -4.70, -0.32], [2.94, 5.45, 0.37], [-2.35, 0.01, -3.66], [1.04, -4.03, -3.50], [0.34, 2.97, 4.95], [-0.79, -0.73, -0.12], [3.66, 1.54, -1.30], [2.57, -0.65, 0.18], [0.62, 5.41, -0.55], [-0.18, 3.44, -1.83], [3.13, 2.79, -3.81], [-1.23, 2.79, 1.13], [3.52, 1.15, -7.79], [-2.33, -0.76, 2.69], [-2.92, 1.04, 1.40]], "spin_multiplicity": 5, "e_homo_ev": [-5.73, -6.67]}

Calculated max |F| in order - 1.901 4.384 3.960 1.000 1.298 3.707 eV/A
Calculated electronic energy in order - -25535.789 -17730.189 -89066.713 -92603.743 -216620.939 -89955.668 eV